{
  "formula": "H5N3Si",
  "method": "the ωB97M-V functional and the def2-TZVPD basis",
  "gap_ha": [0.2916, 0.3003],
  "total_charge": 0,
  "largest_force_ev_per_a": 3.43,
  "homo_ev": [-8.345, -8.505],
  "e_above_lowest_ev": 1.502,
  "e_lumo_ha": [-0.015, -0.012],
  "symbols": ["N", "N", "N", "Si", "H", "H", "H", "H", "H"],
  "positions_angstrom": [[0.616, 0.165, -0.727], [-1.174, -1.185, -0.065], [1.570, -0.125, 0.048], [-1.024, 0.529, -0.016], [1.451, 0.236, 0.968], [2.055, -1.088, 0.053], [-1.191, 1.655, -0.845], [-1.451, -1.725, -0.860], [-0.840, 0.850, 1.349]]
}